The following is a quantum chemistry calculation of a cluster of 2 separate species, C17H29ClFN2O6 in total, from OMol25.

## Properties
- total charge = +1
- HOMO energy (Eh) = -0.3563
- Kohn-Sham gap (eV) = 5.942

```
56
Properties=species:S:1:pos:R:3:forces:R:3
C 4.973 1.124 0.093 0.1 -0.2 -0.1
C 3.735 1.971 -0.032 0.3 0.1 0.1
O 2.607 1.178 0.386 -0.1 0.9 -0.1
C 1.431 1.846 0.253 0.5 0.9 -0.2
C 0.299 0.942 0.353 -0.2 -0.1 1.2
C -0.970 1.579 0.644 -0.2 0.0 0.0
O -1.105 2.540 1.382 -0.3 -0.2 -0.3
O -1.991 0.941 0.028 -0.4 0.6 -0.1
C -3.196 1.717 -0.136 0.1 0.0 0.2
C -4.330 0.753 -0.338 -0.2 -0.1 -0.1
C 0.449 -0.342 -0.320 0.2 -0.1 -0.9
O 1.280 -0.574 -1.185 -0.9 -0.1 0.9
O -0.471 -1.245 0.099 0.5 -0.3 -0.3
C -0.406 -2.493 -0.620 0.1 0.0 0.0
C -1.724 -3.200 -0.478 -0.3 0.0 -0.1
O 1.350 3.042 0.028 0.4 -1.0 0.3
H 5.850 1.743 -0.105 0.0 -0.1 0.0
H 5.062 0.701 1.097 0.0 0.0 -0.1
H 4.961 0.305 -0.632 0.0 0.1 0.1
H 3.807 2.859 0.611 -0.1 -0.1 -0.3
H 3.598 2.287 -1.077 -0.1 0.0 0.4
H -3.351 2.332 0.756 0.1 0.0 -0.2
H -3.064 2.361 -1.016 0.0 0.0 0.3
H -5.265 1.311 -0.404 0.0 0.0 0.0
H -4.206 0.182 -1.263 0.0 0.0 0.2
H -4.405 0.058 0.504 0.0 0.0 -0.1
H -0.192 -2.291 -1.676 0.1 -0.1 0.3
H 0.414 -3.084 -0.192 -0.1 0.1 -0.2
H -1.617 -4.209 -0.881 -0.1 0.0 0.1
H -2.049 -3.271 0.564 0.1 0.0 -0.1
H -2.498 -2.688 -1.059 0.1 -0.1 0.2
Cl 0.530 0.645 8.897 -0.4 -0.5 -0.6
C -0.357 -0.514 7.853 0.3 0.3 0.9
N -0.221 -0.204 6.397 0.1 0.1 -0.1
C -0.803 1.162 6.052 -0.2 0.0 1.5
C -0.685 1.398 4.581 0.5 -0.4 -1.5
N -0.074 0.182 3.998 -0.4 -0.3 2.8
F 0.038 0.421 2.494 1.0 0.4 -4.2
C -0.925 -1.011 4.175 0.6 0.9 -1.1
C -1.013 -1.253 5.649 -0.4 -0.7 1.3
C 1.310 -0.025 4.474 -0.7 0.4 -1.4
C 1.231 -0.288 5.941 0.1 -0.3 1.6
H 0.054 -1.513 8.047 -0.1 0.3 -0.2
H -1.416 -0.470 8.136 0.3 0.0 -0.2
H -1.852 1.142 6.375 0.3 0.0 0.1
H -0.259 1.901 6.650 -0.2 -0.2 -0.1
H -1.650 1.531 4.082 0.2 0.2 0.0
H -0.025 2.232 4.325 -0.2 -0.1 0.0
H -1.890 -0.775 3.719 0.1 -0.2 0.0
H -0.439 -1.824 3.632 -0.2 0.1 0.0
H -0.591 -2.225 5.930 -0.1 0.2 0.0
H -2.044 -1.190 6.016 0.2 -0.1 0.0
H 1.707 -0.868 3.901 0.1 0.2 0.1
H 1.858 0.889 4.225 0.0 -0.2 0.0
H 1.794 0.437 6.538 -0.1 -0.2 -0.1
H 1.574 -1.301 6.186 -0.1 0.3 0.1
```
Positions in Å, forces in eV/Å.